1.
Computed, not measured: a structure of composition C19H25As2NPdTe in a non-equilibrium geometry, with ωB97M-V with the def2-TZVPD basis set.

Geometry as XYZ:
```
49
Properties=species:S:1:pos:R:3:mulliken_charge:R:1
Pd -0.4874 0.4016 -0.8829 -0.5109
C -2.7997 -0.3362 2.0530 -1.2260
As -2.0730 0.9547 0.8529 0.9833
C -3.5782 1.8401 0.0711 -1.0591
C -1.3207 2.3183 1.9610 0.4313
C -1.9088 2.6589 3.1748 -0.4069
C -1.3564 3.6739 3.9450 -0.7686
C -0.2210 4.3441 3.5040 -0.7528
C 0.3604 4.0060 2.2887 -0.5021
C -0.1972 2.9947 1.5132 0.0616
As 0.5328 2.5403 -0.2017 0.9756
C 2.4277 2.6927 0.0329 -1.1635
C 0.0742 4.0534 -1.2972 -1.1399
H -2.0464 -0.6219 2.7817 0.4152
H -3.1280 -1.2108 1.4960 0.4222
H -3.6567 0.1205 2.5446 0.4383
H -4.1264 2.2895 0.8981 0.4394
H -4.2065 1.1262 -0.4561 0.3955
H -3.2426 2.6120 -0.6162 0.2938
H -2.7851 2.1380 3.5403 0.3364
H -1.8085 3.9383 4.8916 0.4243
H 0.2124 5.1294 4.1090 0.4232
H 1.2463 4.5376 1.9640 0.3439
H 2.6538 3.7524 0.1289 0.3994
H 2.9400 2.2913 -0.8380 0.4168
H 2.7338 2.1515 0.9236 0.3909
H 0.3972 4.9595 -0.7862 0.4414
H -1.0025 4.0824 -1.4419 0.3059
H 0.5745 3.9757 -2.2601 0.4033
N -1.2854 0.7019 -3.9813 -0.1154
C -0.8304 0.3183 -2.9947 0.0551
H -1.6169 0.9257 -4.9035 0.3470
C -0.1521 -3.4877 -1.7931 -0.9060
Te 0.0655 -2.1482 -0.1864 0.2580
C 2.1350 -2.5710 -0.2552 -0.9667
C 2.1339 -3.9586 -0.8722 0.6729
C 3.2489 -4.7769 -0.7195 -0.7894
C 3.2676 -6.0335 -1.3034 -0.5634
C 2.1741 -6.4780 -2.0329 -0.5527
C 1.0586 -5.6684 -2.1798 -0.7630
C 1.0382 -4.4039 -1.6007 0.5253
H -0.1087 -2.9219 -2.7212 0.3955
H -1.1226 -3.9702 -1.7224 0.5539
H 2.5087 -2.5343 0.7643 0.5186
H 2.6567 -1.8218 -0.8470 0.4356
H 4.1004 -4.4326 -0.1450 0.4320
H 4.1322 -6.6711 -1.1752 0.4099
H 2.1860 -7.4618 -2.4833 0.4087
H 0.2019 -6.0203 -2.7416 0.4322
```

Results
Energy above the lowest of the compared OMol25 structures with the same formula, charge and spin (kJ/mol): 173.1
Kohn-Sham gap (spin up / spin down) (eV): 5.61 / 5.61
HOMO (spin up / spin down) (eV): -13.94 / -13.94
Net charge: +2

2.
Computed, not measured: a structure of composition C19H25Cl20N2O2 in a non-equilibrium geometry, with ωB97M-V with the def2-TZVPD basis set.

Geometry as XYZ:
```
68
Properties=species:S:1:pos:R:3:mulliken_charge:R:1
O -0.0370 0.2736 4.0671 -0.7347
C 0.1173 -0.8410 3.5711 0.4843
O -0.0255 -1.9462 4.2274 -0.8278
C 0.4966 -1.0119 2.0634 -0.2896
C 0.8280 -2.3388 1.4823 -0.3574
C 1.2041 -2.3728 0.0739 -0.4016
C 1.2350 -1.1685 -0.8055 -0.0910
N 1.6138 -1.3537 -2.1168 -0.6366
C 1.5515 -0.1853 -2.7892 -0.4508
C 1.1402 1.1101 -2.2132 0.3270
N 0.8099 1.2988 -0.9220 -0.4923
C 0.8642 0.1203 -0.2175 0.5767
C 0.5189 0.1824 1.2307 -0.4474
H 0.7709 -3.2324 2.1288 0.8051
H 1.4970 -3.3744 -0.3784 0.5847
H 1.8074 -0.2128 -3.8757 0.3933
H 1.0986 2.0165 -2.8811 -0.0297
H 0.2469 1.1429 1.7286 0.5273
C -0.3529 -5.5961 -1.9955 -0.0823
Cl -1.1635 -7.1008 -1.5130 -0.2100
Cl -0.0888 -4.5263 -0.6100 -0.0771
H 0.6164 -5.8483 -2.4448 0.0439
H -0.9736 -5.0805 -2.7239 0.3659
C 0.9478 -8.1906 -4.2013 -0.2498
Cl 1.6697 -9.0183 -5.5877 -0.1739
Cl 1.4623 -6.4993 -4.1216 -0.1763
H -0.1333 -8.2248 -4.2941 0.2876
H 1.2560 -8.6945 -3.2904 0.3052
C 1.9001 5.3920 -2.5984 -0.0638
Cl 1.4051 3.8096 -3.2193 -0.0522
Cl 2.8571 6.2873 -3.7918 -0.2096
H 1.0129 5.9671 -2.3568 0.0107
H 2.5003 5.2452 -1.7053 0.3263
C 4.2092 0.8772 2.9365 -0.4388
Cl 2.5376 0.4737 2.4799 0.1108
Cl 4.8672 -0.3022 4.0841 -0.1973
H 4.8278 0.8795 2.0429 0.2633
H 4.2249 1.8620 3.3979 0.2875
C -2.2620 4.9419 -3.0155 0.1933
Cl -3.3561 3.6154 -2.6086 -0.1406
Cl -1.4229 5.5816 -1.5932 -0.1827
H -1.5197 4.5818 -3.7231 -0.2007
H -2.8428 5.7421 -3.4652 0.3339
C -4.2958 -0.9809 4.0482 -0.1069
Cl -5.7760 -0.6100 4.9569 -0.2115
Cl -4.6255 -1.1056 2.3151 -0.1590
H -3.5731 -0.1895 4.2133 0.1687
H -3.8912 -1.9263 4.3997 0.3049
C 4.2779 -4.6456 1.9806 -0.3903
Cl 5.0746 -5.4006 0.5863 -0.2023
Cl 2.7814 -3.8218 1.5052 0.0565
H 4.0428 -5.4167 2.7096 0.2891
H 4.9543 -3.9176 2.4195 0.2531
C -5.2430 2.3004 6.9953 0.0889
Cl -6.4041 3.1638 8.0161 -0.1839
Cl -4.3343 3.4227 5.9727 -0.1513
H -4.5467 1.7618 7.6309 0.2978
H -5.7825 1.5999 6.3634 -0.0575
C 1.8572 4.4712 -6.8967 -0.0335
Cl 2.5394 2.9925 -7.5845 -0.1696
Cl 0.2680 4.1749 -6.1856 -0.1286
H 2.5242 4.8404 -6.1231 -0.0049
H 1.7575 5.2125 -7.6841 0.3220
C -3.9202 4.0359 2.1080 -0.1045
Cl -2.4611 3.1457 1.6636 -0.0436
Cl -5.1577 3.9010 0.8532 -0.1693
H -4.3165 3.6276 3.0355 0.0404
H -3.6665 5.0832 2.2452 0.2825
```

Results
Kohn-Sham gap (eV): 6.67
HOMO (eV): -4.89
Net charge: -1

3.
Computed, not measured: a structure of composition C19H25ClNO9PS3Tc, with ωB97M-V with the def2-TZVPD basis set.

Geometry as XYZ:
```
60
Properties=species:S:1:pos:R:3:mulliken_charge:R:1
Tc 0.2699 -0.6870 -0.1884 1.5829
C -4.0031 0.0813 5.6993 -1.3073
C -2.8082 -0.6391 5.1216 -0.1600
O -2.8500 -0.4940 3.6898 -0.2162
P -1.4891 -0.4506 2.8628 0.8592
S -1.9270 -0.2525 0.9596 -0.4644
S -0.4702 -2.1656 3.3901 -0.3897
O -0.7879 0.7946 3.5163 -0.3593
C 0.3044 1.5693 2.9204 0.7763
C 0.4186 2.8510 3.7004 -1.6055
H -4.0589 -0.0897 6.7755 0.3884
H -4.9228 -0.2837 5.2419 0.3013
H -3.9272 1.1527 5.5170 0.2982
H -2.8295 -1.7064 5.3500 0.3223
H -1.8787 -0.2190 5.5100 0.3428
H 0.0595 1.7548 1.8750 -0.2949
H 1.2031 0.9611 2.9641 0.1943
H -0.5285 3.3916 3.7017 0.3610
H 1.1699 3.4803 3.2221 0.3760
H 0.7234 2.6657 4.7317 0.3807
O 3.5729 0.7187 0.6172 -0.7430
S 2.8410 -0.5217 0.6899 1.4444
O 3.5478 -1.6357 1.2610 -0.7845
O 2.2756 -0.8820 -0.7127 -0.6500
O 1.4883 -0.2982 1.4096 -0.5242
O 0.2134 -2.5533 0.4148 -0.4981
C 0.3641 -3.6262 -0.4662 -0.6535
C -0.9894 -4.1474 -0.9494 -0.6459
C -1.9452 -3.0253 -1.3766 -0.6632
C -1.3953 -2.1756 -2.4800 0.7945
C -1.7367 -2.4258 -3.8061 -0.7560
C -1.1900 -1.6635 -4.8199 -0.3960
C -0.2906 -0.6636 -4.4891 -0.8145
C 0.0179 -0.4708 -3.1579 -0.4436
N -0.5280 -1.1956 -2.1687 0.5292
H -0.2197 -2.5500 2.0825 0.2326
H 0.8958 -4.4407 0.0408 0.4090
H 0.9921 -3.3375 -1.3199 0.2786
H -1.4738 -4.7031 -0.1420 0.3754
H -0.8295 -4.8483 -1.7767 0.3474
H -2.1490 -2.3977 -0.5099 -0.2785
H -2.8909 -3.4600 -1.7071 0.5174
H -2.4372 -3.2221 -4.0207 0.4357
H -1.4578 -1.8499 -5.8525 0.4016
H 0.1764 -0.0398 -5.2380 0.4716
H 0.7195 0.2881 -2.8428 0.3101
Cl 4.4165 4.0213 -5.1996 -0.2554
C 3.3447 3.5763 -3.8893 0.4225
C 3.5117 2.3526 -3.2640 -1.1359
C 2.6466 1.9935 -2.2396 0.0957
C 1.6402 2.8655 -1.8385 0.5446
C 1.5105 4.1005 -2.4604 -0.5807
C 2.3525 4.4606 -3.5022 -0.6188
C 0.6795 2.4946 -0.7310 -0.1227
O 0.3152 3.3511 0.0599 -0.7308
O 0.2806 1.2706 -0.7491 -0.5540
H 4.3097 1.6904 -3.5713 0.4300
H 2.7603 1.0408 -1.7356 0.5752
H 0.7432 4.7816 -2.1155 0.4312
H 2.2496 5.4130 -4.0041 0.4161
```

Results
Energy above the lowest of the compared OMol25 structures with the same formula, charge and spin (kJ/mol): 119.7
2S+1: 3
Kohn-Sham gap (spin up / spin down) (eV): 7.53 / 7.17
HOMO (spin up / spin down) (eV): -5.09 / -4.73
Net charge: -1

4.
Computed, not measured: a structure of composition C19H25CoN3O3S, with ωB97M-V with the def2-TZVPD basis set.

Geometry as XYZ:
```
52
Properties=species:S:1:pos:R:3:mulliken_charge:R:1
Co -0.1589 -0.2130 -0.0050 0.0379
N -2.2185 -0.1678 -0.1165 -0.3465
C -2.7867 0.6670 0.9684 -0.4051
C -2.2482 0.2995 2.3472 -0.7464
C -0.8503 0.8159 2.6665 -0.4537
N 0.2331 0.0391 2.0109 -0.2243
H -2.4137 0.2749 -1.0197 0.2115
H -2.6624 -1.0811 -0.1090 0.4012
H -3.8764 0.5813 0.9566 0.4586
H -2.5457 1.7050 0.7340 0.2179
H -2.2966 -0.7843 2.4927 0.2570
H -2.9297 0.7227 3.0870 0.4066
H -0.6904 0.8205 3.7477 0.5176
H -0.7440 1.8459 2.3238 0.2526
H 0.4212 -0.8056 2.5420 0.3192
H 1.0776 0.6136 2.0180 0.1727
S -0.1480 -2.7501 0.0686 -0.0684
C -0.2763 -4.3734 -0.4034 0.5480
C -1.1388 -5.2598 0.2892 -0.3414
C -1.2390 -6.5757 -0.0939 -0.6671
C -0.4821 -7.0457 -1.1659 -0.2874
C 0.3767 -6.1967 -1.8615 -0.6713
C 0.4810 -4.8777 -1.4913 -0.2715
H -1.7092 -4.8703 1.1212 0.4249
H -1.9003 -7.2479 0.4334 0.3846
H -0.5626 -8.0827 -1.4612 0.3962
H 0.9550 -6.5780 -2.6906 0.3884
H 1.1335 -4.1952 -2.0182 0.4189
C 4.0474 0.0148 0.5943 -1.2048
C 3.0163 -0.9474 0.0557 -0.1808
O 1.8773 -0.2505 -0.4869 -0.4535
H 4.9010 -0.5358 0.9859 0.3923
H 3.6360 0.6393 1.3854 0.2648
H 4.4186 0.6702 -0.1949 0.3670
H 2.6127 -1.5934 0.8369 0.2782
H 3.4241 -1.5864 -0.7313 0.2888
H 2.1210 0.6124 -0.8423 0.2099
O 1.5799 2.4234 0.8902 -0.5978
C 0.7611 2.6705 0.0171 -0.0158
N -0.0663 1.7319 -0.5650 0.6980
C -0.9003 2.3583 -1.4766 -0.0523
O -1.7886 1.8018 -2.0952 -0.7703
C -0.5631 3.8110 -1.4965 0.2317
C -1.0946 4.8566 -2.2256 -0.5235
C -0.5507 6.1163 -1.9977 -0.4757
C 0.4747 6.3095 -1.0749 -0.5111
C 0.9989 5.2514 -0.3400 -0.4767
C 0.4554 4.0037 -0.5773 0.3656
H -1.8909 4.6955 -2.9372 0.5073
H -0.9276 6.9693 -2.5444 0.4078
H 0.8658 7.3071 -0.9311 0.4167
H 1.7915 5.3903 0.3805 0.5031
```

Results
2S+1: 5
Kohn-Sham gap (spin up / spin down) (eV): 9.41 / 6.25
HOMO (spin up / spin down) (eV): -11.81 / -11.85
Net charge: +1